Entry 1:
Molecular formula: C9H17Cl3O2
Method: DFT, ωB97M-V/def2-TZVPD

The multiplicity is 1. The calculation puts the lowest unoccupied orbital energy at 0.507 eV. The max |F| comes out at 2.47 eV Å⁻¹. The total energy is -1884.10541 hartree. The orbital gap comes out at 10.0324 eV. As for the net charge: 0. Its SMILES is ClC(Cl)Cl.C1CCOC1.C1CCOC1. As for the energy above the lowest of the compared OMol25 structures with the same formula, charge and spin: 0.00 kcal per mole.

Geometry (Å):
Cl1 -0.313 0.921 4.004
C1 -0.925 -0.460 3.057
Cl2 -0.006 -0.477 1.491
Cl3 -2.673 -0.350 2.776
H1 -0.686 -1.376 3.597
C2 4.089 -1.658 -0.688
C3 3.235 -0.683 0.120
C4 3.606 -1.109 1.566
O1 3.976 -2.422 1.544
C5 4.565 -2.723 0.332
H2 4.881 -1.005 -1.057
H3 3.558 -2.057 -1.552
H4 2.167 -0.781 -0.074
H5 3.506 0.349 -0.103
H6 2.700 -1.071 2.172
H7 4.453 -0.544 1.954
H8 4.407 -3.770 0.073
H9 5.634 -2.567 0.473
C6 -3.482 1.941 -0.470
C7 -3.712 2.680 -1.776
C8 -3.929 1.626 -2.805
O2 -3.906 0.404 -2.068
C9 -3.108 0.575 -0.965
H10 -4.448 1.751 -0.002
H11 -2.846 2.348 0.316
H12 -2.884 3.382 -1.873
H13 -4.622 3.279 -1.748
H14 -3.136 1.578 -3.552
H15 -4.842 1.768 -3.382
H16 -2.046 0.592 -1.207
H17 -3.216 -0.140 -0.150



Entry 2:
Molecular formula: C14H20N2O
Method: DFT, ωB97M-V/def2-TZVPD

The multiplicity is 1. The calculation puts the lowest unoccupied orbital energy at 0.765 eV. The max |F| comes out at 7.98 eV Å⁻¹. The total energy is -730.07355 hartree. The orbital gap comes out at 8.3553 eV. As for the net charge: 0. Its SMILES is Cc1c[nH]c2ccccc12.CCN(C)C(C)=O. As for the energy above the lowest of the compared OMol25 structures with the same formula, charge and spin: 112.57 kcal per mole.

Geometry (Å):
C1 1.577 -1.961 1.418
C2 0.875 -2.452 0.233
C3 1.378 -2.865 -0.992
N1 0.465 -3.594 -1.771
C4 -0.755 -3.464 -1.008
C5 -2.151 -3.702 -1.306
C6 -3.045 -3.650 -0.224
C7 -2.700 -3.262 1.060
C8 -1.398 -2.915 1.348
C9 -0.428 -2.868 0.225
H1 2.208 -2.705 1.920
H2 1.077 -1.562 2.245
H3 2.357 -1.254 1.111
H4 2.362 -2.626 -1.295
H5 0.495 -4.139 -2.657
H6 -2.421 -4.003 -2.399
H7 -4.028 -3.851 -0.438
H8 -3.459 -3.364 1.909
H9 -1.094 -2.495 2.264
C10 2.160 2.172 -0.937
C11 1.615 3.499 -0.464
N2 0.491 3.004 0.274
C12 0.603 2.374 1.587
C13 -0.832 3.415 0.120
C14 -1.237 4.256 -0.937
O1 -1.730 3.274 0.925
H10 1.373 1.977 -1.684
H11 2.087 1.479 -0.067
H12 3.019 2.327 -1.284
H13 2.254 4.150 0.143
H14 1.231 4.387 -1.018
H15 0.213 1.318 1.556
H16 1.602 2.333 1.557
H17 0.212 3.033 2.415
H18 -2.421 4.363 -0.934
H19 -0.941 5.274 -0.846
H20 -1.013 4.095 -2.048



Entry 3:
Molecular formula: C21H36Cl2GdN3O4
Method: DFT, ωB97M-V/def2-TZVPD

The multiplicity is 8. The calculation puts the lowest unoccupied orbital energy (alpha / beta) at 0.199 / 0.200 eV. The max |F| comes out at 2.82 eV Å⁻¹. The total energy is -2973.10189 hartree. The orbital gap (alpha / beta) comes out at 5.5706 / 4.6075 eV. As for the net charge: 0. The expectation value of S² is 16.192. As for the energy above the lowest of the compared OMol25 structures with the same formula, charge and spin: 23.65 kcal per mole.

Geometry (Å):
O1 0.778 2.008 -2.668
C1 1.081 1.717 -3.825
C2 1.847 2.667 -4.751
C3 2.450 3.848 -4.249
H1 2.641 3.945 -3.172
C4 2.829 4.886 -5.123
H2 3.223 5.818 -4.731
C5 2.693 4.726 -6.511
H3 2.889 5.561 -7.190
C6 2.292 3.479 -7.003
H4 2.273 3.311 -8.081
C7 1.890 2.447 -6.142
H5 1.630 1.465 -6.538
H6 0.840 0.712 -4.243
C8 -3.114 0.985 -2.458
C9 -2.734 0.079 -1.378
H7 -4.117 0.764 -2.835
H8 -2.387 0.845 -3.275
H9 -3.077 2.034 -2.135
C10 -3.344 -0.922 -0.782
C11 -4.869 -1.102 -0.713
H10 -2.777 -1.743 -0.301
H11 -5.329 -0.529 -1.522
H12 -5.278 -0.748 0.241
H13 -5.111 -2.157 -0.840
Gd1 -0.162 0.167 -0.034
Cl1 -0.420 2.664 0.208
Cl2 -0.238 -1.028 -2.364
C12 -2.495 0.712 2.542
O2 -1.612 0.031 1.936
N1 -3.090 0.338 3.681
C13 -2.659 -0.848 4.429
C14 -4.182 1.109 4.280
H14 -2.822 1.679 2.129
H15 -1.880 -1.384 3.879
H16 -3.519 -1.512 4.596
H17 -2.274 -0.551 5.417
H18 -4.446 1.940 3.627
H19 -3.871 1.501 5.258
H20 -5.057 0.461 4.421
H21 -0.160 -5.556 1.299
H22 2.040 -5.753 -0.070
C15 -0.513 -4.895 0.499
C16 1.612 -5.053 -0.793
N2 0.626 -4.204 -0.113
H23 -1.207 -4.158 0.911
C17 0.780 -2.890 0.000
O3 0.071 -2.128 0.725
H24 2.395 -4.413 -1.200
H25 1.566 -2.428 -0.642
H26 -1.024 -5.508 -0.254
H27 1.129 -5.602 -1.607
C18 3.816 0.093 4.341
N3 3.204 -0.090 3.031
C19 3.754 -1.171 2.234
C20 2.158 0.574 2.521
C21 1.559 1.681 3.308
O4 1.742 0.224 1.375
H28 4.897 0.008 4.209
H29 3.505 -0.702 5.024
H30 3.574 1.056 4.774
H31 3.011 -1.946 2.018
H32 4.165 -0.806 1.279
H33 4.569 -1.599 2.818
H34 1.198 2.454 2.630
H35 0.714 1.343 3.923
H36 2.328 2.093 3.980



Entry 4:
Molecular formula: C9H7BrN2O
Method: DFT, ωB97M-V/def2-TZVPD

The multiplicity is 1. The calculation puts the lowest unoccupied orbital energy (alpha / beta) at -1.711 / -2.173 eV. The max |F| comes out at 4.26 eV Å⁻¹. The total energy is -3105.73860 hartree. The orbital gap (alpha / beta) comes out at 5.8964 / 5.2738 eV. As for the net charge: 0. As for the energy above the lowest of the compared OMol25 structures with the same formula, charge and spin: 49.52 kcal per mole.

Geometry (Å):
C1 1.592 1.749 1.431
C2 2.397 1.510 0.328
C3 0.267 1.422 1.397
C4 2.010 0.675 -0.706
C5 -0.170 0.615 0.295
C6 0.753 0.159 -0.732
C7 -1.380 -0.070 -0.108
C8 0.135 -3.259 -2.024
C9 -2.642 -0.123 0.713
N1 -1.148 -0.747 -1.202
N2 0.104 -0.624 -1.594
O1 0.959 -3.935 -2.480
Br1 -1.521 -3.195 -1.319
H1 1.934 2.405 2.161
H2 3.380 1.979 0.390
H3 -0.508 1.743 2.202
H4 2.694 0.340 -1.434
H5 -2.542 -1.015 1.154
H6 -2.793 0.590 1.463
H7 -3.523 -0.220 0.066



Entry 5:
Molecular formula: ClNO2S
Method: DFT, ωB97M-V/def2-TZVPD

The multiplicity is 1. The calculation puts the lowest unoccupied orbital energy (alpha / beta) at -1.983 / -1.443 eV. The max |F| comes out at 2.42 eV Å⁻¹. The total energy is -1063.43549 hartree. The orbital gap (alpha / beta) comes out at 6.9210 / 7.7856 eV. As for the net charge: 0. As for the energy above the lowest of the compared OMol25 structures with the same formula, charge and spin: 43.42 kcal per mole.

Geometry (Å):
N1 -1.426 0.175 0.024
O1 -0.385 -0.361 0.118
O2 -2.552 -0.075 -0.124
S1 1.847 1.024 0.004
Cl1 2.515 -0.762 -0.022